# 1
C3H9NO2S | ωB97M-V with the def2-TZVPD basis set

Geometry as ORCA input:
```
! wB97M-V def2-TZVPD RIJCOSX def2/J DEFGRID3
* xyz 0 1
C 0.896 0.292 1.340
C -1.043 -0.918 0.390
C 0.845 -0.461 -0.987
N 0.090 0.062 0.129
O -1.991 0.795 -1.760
O -0.227 2.662 -0.971
S -1.186 1.736 -0.472
H 0.544 -0.271 2.258
H 2.013 -0.057 1.134
H 0.851 1.306 1.475
H -1.756 -0.808 -0.571
H -0.701 -2.026 0.498
H -1.610 -0.561 1.348
H 0.142 -0.706 -1.834
H 1.784 0.287 -1.317
H 1.348 -1.331 -0.661
*
```

Calculated values
- LUMO level (eV) = 0.0
- DFT total energy (eV) = -19673.5926
- ΔE to the lowest compared entry with this formula, charge and spin (kJ/mol) = 465.1



# 2
CH6Cl2N3P2 | ωB97M-V with the def2-TZVPD basis set

Geometry as ORCA input:
```
! wB97M-V def2-TZVPD RIJCOSX def2/J DEFGRID3
* xyz 1 1
C 0.276 -0.026 0.629
N 0.393 -0.741 1.711
N 0.448 -0.696 -0.561
N -0.202 1.258 0.605
P 0.659 -2.483 -0.562
P -0.180 2.341 -1.099
Cl -1.090 -3.012 -1.427
Cl -2.195 2.735 -1.381
H 0.540 -1.787 1.652
H 0.225 -0.299 2.649
H 0.066 -0.299 -1.399
H -0.311 1.626 1.550
H 1.344 -2.295 -1.721
H 0.027 3.679 -0.647
*
```

Calculated values
- LUMO level (eV) = -3.7
- DFT total energy (eV) = -49221.6382
- ΔE to the lowest compared entry with this formula, charge and spin (kJ/mol) = 4.5



# 3
C3H2IN2 | ωB97M-V with the def2-TZVPD basis set

Geometry as ORCA input:
```
! wB97M-V def2-TZVPD RIJCOSX def2/J DEFGRID3
* xyz 1 1
C -0.478 1.244 0.874
C 0.968 0.146 0.019
C -0.442 -0.352 -0.391
N 0.865 1.185 0.815
N -1.374 0.601 0.331
I -0.957 -2.308 0.101
H 2.008 -0.058 -0.162
H -0.590 -0.458 -1.587
*
```

Calculated values
- LUMO level (eV) = -8.4
- DFT total energy (eV) = -14211.1844
- ΔE to the lowest compared entry with this formula, charge and spin (kJ/mol) = 167.2



# 4
C24H68AsB2BrN7O13S | ωB97M-V with the def2-TZVPD basis set

Geometry as ORCA input:
```
! wB97M-V def2-TZVPD RIJCOSX def2/J DEFGRID3
* xyz -1 1
C 1.912 -3.521 4.194
O 2.029 -2.433 3.257
C 1.836 -2.877 1.886
As 2.719 -1.504 0.643
Br 3.770 0.091 -0.844
O 1.439 -0.281 1.267
C 1.161 0.746 0.389
N 0.967 1.792 -0.140
O 3.913 -1.183 2.007
B 4.080 0.162 2.388
O 5.310 0.843 1.977
O 3.238 0.944 3.265
B 1.460 -1.973 -0.904
N 0.493 -3.126 -0.872
O 1.441 -1.248 -2.178
S 4.247 -3.070 -0.143
C 3.732 -3.901 -1.711
O 5.505 -2.279 -0.498
O 4.691 -4.060 0.929
H 1.358 -4.407 3.727
H 1.228 -3.147 5.039
H 2.929 -3.802 4.618
H 2.189 -3.937 1.691
H 0.703 -2.864 1.722
H 5.012 1.757 1.805
H 3.209 1.873 2.949
H 0.207 -3.365 -1.839
H 0.943 -3.970 -0.499
H 0.644 -0.671 -2.128
H 3.658 -3.201 -2.609
H 4.589 -4.623 -1.969
H 2.812 -4.576 -1.610
C 7.752 -0.661 4.455
C 7.005 0.341 5.330
C 7.701 1.713 5.423
O 8.822 1.745 6.303
C 10.034 1.298 5.723
N 6.795 -0.251 6.659
H 8.651 -1.052 4.937
H 7.113 -1.518 4.228
H 8.044 -0.207 3.504
H 6.025 0.501 4.869
H 6.982 2.425 5.843
H 7.972 2.095 4.432
H 10.113 1.573 4.668
H 10.136 0.217 5.842
H 10.859 1.767 6.265
H 6.223 0.385 7.211
H 7.695 -0.242 7.139
C -3.791 -2.557 -0.901
C -3.421 -2.699 -2.374
C -4.626 -3.013 -3.283
O -5.057 -4.370 -3.236
C -5.933 -4.670 -2.163
N -2.366 -3.712 -2.503
H -4.008 -3.517 -0.428
H -2.966 -2.107 -0.343
H -4.665 -1.911 -0.778
H -3.010 -1.736 -2.696
H -4.317 -2.842 -4.320
H -5.463 -2.331 -3.093
H -6.603 -3.836 -1.933
H -5.364 -4.956 -1.276
H -6.541 -5.530 -2.456
H -2.061 -3.743 -3.474
H -2.800 -4.623 -2.360
C -2.105 2.372 3.877
C -3.354 1.509 4.020
C -3.058 -0.003 4.034
O -2.791 -0.558 2.753
C -1.445 -0.412 2.320
N -4.303 1.864 2.956
H -1.696 2.355 2.865
H -2.335 3.415 4.110
H -1.322 2.044 4.567
H -3.812 1.762 4.983
H -3.956 -0.518 4.393
H -2.256 -0.251 4.741
H -0.735 -0.487 3.148
H -1.317 0.536 1.794
H -1.231 -1.214 1.609
H -5.168 1.348 3.105
H -3.940 1.476 2.086
C 1.739 6.439 -3.409
C 1.411 5.284 -2.468
C 0.392 5.655 -1.372
O 0.937 6.411 -0.295
C 1.012 7.804 -0.535
N 2.659 4.770 -1.892
H 2.380 7.191 -2.944
H 2.268 6.071 -4.292
H 0.826 6.935 -3.753
H 0.964 4.491 -3.076
H 0.032 4.724 -0.922
H -0.489 6.156 -1.794
H 0.171 8.165 -1.134
H 1.959 8.055 -1.018
H 0.991 8.313 0.431
H 2.443 3.946 -1.333
H 2.978 5.451 -1.204
C -8.121 -0.201 -7.738
C -7.851 -1.495 -6.976
C -7.893 -1.326 -5.444
O -6.728 -0.727 -4.889
C -6.720 0.690 -4.930
N -6.568 -2.051 -7.423
H -7.278 0.491 -7.704
H -8.316 -0.415 -8.792
H -9.000 0.313 -7.337
H -8.643 -2.200 -7.249
H -7.947 -2.325 -4.999
H -8.797 -0.794 -5.121
H -7.718 1.113 -4.784
H -6.292 1.040 -5.871
H -6.074 1.046 -4.124
H -6.431 -2.956 -6.977
H -5.830 -1.472 -7.022
*
```

Calculated values
- LUMO level (eV) = 1.9
- DFT total energy (eV) = -206108.3007



# 5
C5H10O2S | ωB97M-V with the def2-TZVPD basis set

Geometry as ORCA input:
```
! wB97M-V def2-TZVPD RIJCOSX def2/J DEFGRID3
* xyz 0 1
C 2.857 0.503 -0.239
C -0.079 0.036 0.237
C -0.077 1.158 -0.887
C -0.278 0.720 1.421
C -2.294 -0.603 -0.213
H 3.068 0.689 -1.293
H 2.338 1.293 0.549
H 3.810 0.094 0.397
H 0.615 1.089 -1.979
H -1.129 1.461 -0.816
H 0.359 2.207 -0.323
H 0.144 0.213 2.483
H 0.370 1.825 1.202
H -1.266 1.078 1.504
H -2.933 -1.532 -0.492
O -1.026 -1.013 0.125
O -2.771 0.457 -0.344
S 1.514 -0.928 -0.088
*
```

Calculated values
- LUMO level (eV) = 0.8
- DFT total energy (eV) = -20272.8936
- ΔE to the lowest compared entry with this formula, charge and spin (kJ/mol) = 463.0



# 6
C9H21N3 | ωB97M-V with the def2-TZVPD basis set

Geometry as ORCA input:
```
! wB97M-V def2-TZVPD RIJCOSX def2/J DEFGRID3
* xyz 0 1
N -0.840 -1.006 -0.786
C -0.759 -1.939 -1.648
N -1.661 -2.022 -2.623
N 0.121 -2.930 -1.837
C -0.072 -2.091 1.234
C 1.654 -0.963 -0.174
C 1.312 2.132 0.101
C -1.188 2.121 -0.359
C -0.325 2.689 1.844
C -0.016 0.389 1.283
C 0.220 -0.928 0.341
C -0.034 1.801 0.626
H -1.146 -2.261 -3.469
H -2.239 -1.199 -2.609
H 0.954 -2.807 -1.297
H -0.308 -3.866 -1.903
H -0.737 -2.919 0.829
H -0.567 -1.753 2.159
H 0.909 -2.528 1.470
H 2.439 -0.730 0.637
H 1.510 -0.210 -1.025
H 1.978 -1.882 -0.633
H 2.159 1.965 0.744
H 1.146 3.228 -0.159
H 1.463 1.690 -0.903
H -2.102 1.599 -0.094
H -1.432 3.132 -0.376
H -0.949 1.782 -1.333
H -1.322 2.502 2.219
H 0.470 2.554 2.538
H -0.259 3.775 1.562
H 0.674 0.416 2.147
H -1.052 0.262 1.495
*
```

Calculated values
- LUMO level (eV) = 0.8
- DFT total energy (eV) = -14142.5754
- ΔE to the lowest compared entry with this formula, charge and spin (kJ/mol) = 145.5



# 7
C6H5IrN2O2S3Se | ωB97M-V with the def2-TZVPD basis set

Geometry as ORCA input:
```
! wB97M-V def2-TZVPD RIJCOSX def2/J DEFGRID3
* xyz -2 1
Ir 2.341 -1.398 0.489
S -0.102 -4.290 3.044
C 0.809 -3.229 2.118
S 1.230 -1.598 2.522
S 1.558 -3.523 0.604
C -2.662 0.956 -1.188
N -1.274 1.033 -0.791
C -0.628 2.225 -0.669
C 0.659 2.295 -0.294
C 1.339 1.044 -0.017
O 2.534 0.965 0.325
N 0.662 -0.123 -0.108
C -0.624 -0.208 -0.516
O -1.279 -1.225 -0.668
H -3.024 1.964 -1.394
H -3.265 0.503 -0.401
H -2.771 0.336 -2.078
H -1.221 3.104 -0.895
H 1.184 3.232 -0.194
Se 4.532 -2.064 0.112
*
```

Calculated values
- LUMO level (eV) = 4.7
- DFT total energy (eV) = -114071.9458
- ΔE to the lowest compared entry with this formula, charge and spin (kJ/mol) = 0.0



# 8
C24H31AuClN7O3 | ωB97M-V with the def2-TZVPD basis set

Geometry as ORCA input:
```
! wB97M-V def2-TZVPD RIJCOSX def2/J DEFGRID3
* xyz 2 3
Au -3.120 -0.060 1.114
N -7.167 0.620 -0.064
C -6.796 0.615 -1.388
C -5.447 0.439 -1.400
N -4.996 0.331 -0.109
C -6.055 0.448 0.673
C -5.870 0.380 2.114
N -4.653 0.168 2.578
C -4.717 0.191 3.946
C -6.011 0.404 4.308
N -6.728 0.524 3.138
H -8.111 0.723 0.271
H -7.510 0.734 -2.183
H -4.792 0.379 -2.250
H -3.841 0.059 4.555
H -6.477 0.484 5.274
H -7.718 0.694 3.084
C -2.037 -2.651 3.226
C -1.090 -1.556 2.805
O 0.112 -1.765 2.697
O -1.584 -0.361 2.561
H -1.525 -3.333 3.901
H -2.327 -3.219 2.339
H -2.937 -2.260 3.696
C 4.931 -0.210 -2.828
C 3.736 -1.147 -2.592
C 4.272 -2.554 -2.314
C 2.902 -1.172 -3.884
C 2.860 -0.660 -1.391
O 2.378 0.667 -1.616
C 3.658 -0.650 -0.070
C 2.978 0.159 1.047
C 2.868 1.608 0.757
C 1.621 2.287 0.886
C 1.537 3.634 0.719
C 2.715 4.365 0.418
Cl 2.620 6.025 0.210
C 3.973 3.722 0.303
C 4.041 2.375 0.473
C 1.615 -1.588 -1.228
N 0.345 -0.895 -1.081
C -0.353 -0.678 0.020
N -1.547 -0.189 -0.320
C -1.511 -0.152 -1.682
N -0.374 -0.556 -2.174
H 5.475 -0.556 -3.706
H 5.643 -0.201 -2.004
H 4.640 0.823 -3.043
H 4.813 -2.911 -3.190
H 3.474 -3.272 -2.116
H 4.968 -2.572 -1.474
H 3.572 -1.266 -4.738
H 2.311 -0.265 -4.025
H 2.218 -2.019 -3.931
H 2.878 1.071 -2.335
H 4.653 -0.247 -0.247
H 3.797 -1.669 0.291
H 3.612 0.062 1.939
H 2.007 -0.253 1.320
H 0.736 1.710 1.123
H 0.599 4.162 0.813
H 4.853 4.315 0.098
H 4.998 1.874 0.411
H 1.738 -2.233 -0.359
H 1.479 -2.221 -2.099
H -0.013 -0.909 1.027
H -2.320 0.201 -2.295
*
```

Calculated values
- expectation value of S² = 2.020
- LUMO level (alpha / beta) (eV) = -5.2 / -8.8
- DFT total energy (eV) = -58164.2751
- ΔE to the lowest compared entry with this formula, charge and spin (kJ/mol) = 0.0



# 9
C18H18N2O4S2 | ωB97M-V with the def2-TZVPD basis set

Geometry as ORCA input:
```
! wB97M-V def2-TZVPD RIJCOSX def2/J DEFGRID3
* xyz 0 1
O -1.962 0.072 1.733
S -1.848 0.341 0.325
O -2.463 -0.616 -0.572
C -0.142 0.364 -0.123
C 0.503 -0.637 -0.820
N 0.010 -1.689 -1.500
C 0.742 -2.929 -1.615
H 1.812 -2.715 -1.582
H 0.491 -3.380 -2.577
C 0.363 -3.926 -0.499
C 0.643 -3.405 0.921
H 1.562 -3.819 1.329
C -0.601 -3.827 1.704
H -0.833 -3.150 2.522
C -1.672 -3.798 0.616
H -2.498 -4.487 0.800
H -2.075 -2.784 0.492
O -1.022 -4.226 -0.572
H -0.481 -4.840 2.091
H 0.723 -2.317 0.920
H 0.911 -4.860 -0.691
H -0.998 -1.785 -1.396
O 1.821 -0.341 -0.837
C 1.925 0.839 -0.142
N 0.781 1.278 0.292
C 3.200 1.442 0.043
C 3.486 2.611 0.701
C 4.859 2.911 0.695
C 5.599 1.977 0.039
S 4.635 0.702 -0.591
H 6.659 1.957 -0.114
H 5.281 3.784 1.159
H 2.723 3.211 1.162
C -2.444 1.986 -0.030
C -3.316 2.190 -1.079
C -3.738 3.480 -1.359
C -3.274 4.538 -0.593
C -2.391 4.317 0.454
C -1.970 3.030 0.741
H -1.284 2.817 1.545
H -2.034 5.147 1.044
H -3.604 5.543 -0.813
H -4.425 3.659 -2.172
H -3.653 1.339 -1.650
*
```

Calculated values
- LUMO level (eV) = 0.3
- DFT total energy (eV) = -51797.7824
- ΔE to the lowest compared entry with this formula, charge and spin (kJ/mol) = 292.5



Question: Among the records above, which one has the lowest DFT total energy?
Answer: C24H68AsB2BrN7O13S



Question: DFT total energy of number 6 (C9H21N3)?
Answer: -14142.5754 eV